1.
Entry from the OMol25 dataset: a molecular structure, CH3Cl2FNO3PS (the ωB97M-V functional and the def2-TZVPD basis).

XYZ file:
```
13
Properties=species:S:1:pos:R:3:forces:R:3
C 1.271 0.916 -1.167 0.47 -1.34 1.74
N 0.837 -0.473 -0.929 6.50 4.75 -0.82
O -0.797 -1.236 1.196 0.58 0.97 -0.26
O -1.311 0.506 2.886 -1.58 -0.27 2.70
O -1.038 1.112 0.557 -0.10 -0.09 -0.11
F 0.861 0.424 1.909 -1.85 -0.52 -0.54
P -0.452 -1.218 -0.630 -2.31 -2.59 0.96
S -0.784 0.234 1.648 3.50 0.78 -1.29
Cl -2.353 -0.953 -1.115 -4.77 0.68 -1.11
Cl -0.138 -3.165 -0.746 0.73 -2.09 0.48
H 1.877 0.904 -2.055 0.37 0.31 -0.06
H 0.335 1.397 -1.257 -1.28 0.98 -0.67
H 1.693 1.552 -0.298 -0.25 -1.57 -1.02
```
Positions in Å, forces in eV/Å.

Output
* calculated total energy: -2080.0150 Eh
* lowest unoccupied orbital energy (spin up / spin down): 0.51 / -4.08 eV
* multiplicity: 3
* E_HOMO (spin up / spin down): -5.816 / -11.405 eV
* maximum force: 8.09 eV/A
* ⟨S²⟩: 2.01
* total charge: 0
* Kohn-Sham gap (spin up / spin down): 6.32 / 7.33 eV



2.
Entry from the OMol25 dataset: 2 unconnected molecules or ions with the total composition CH3Cl2N4 (the ωB97M-V functional and the def2-TZVPD basis).

XYZ file:
```
10
Properties=species:S:1:pos:R:3:forces:R:3
C 0.094 -1.268 0.265 0.31 -1.52 -0.03
N -0.766 -0.099 -1.654 -0.52 0.61 -1.39
N 0.936 -0.618 1.176 -4.29 -2.64 1.01
N -0.429 -0.698 -0.711 -0.39 -0.29 0.50
N 1.833 0.055 0.952 5.37 4.26 0.65
Cl 2.414 0.535 -0.605 -0.33 -0.38 -0.78
Cl -0.987 2.185 0.283 -0.15 0.06 0.47
H 0.034 -2.326 0.572 -0.81 0.45 -0.88
H -1.627 0.526 -1.651 0.74 -0.76 0.69
H -1.501 1.708 1.372 0.07 0.23 -0.25
```
Positions in Å, forces in eV/Å.

Output
* calculated total energy: -1178.8381 Eh
* lowest unoccupied orbital energy (spin up / spin down): -6.73 / -6.73 eV
* E_HOMO (spin up / spin down): -14.593 / -14.593 eV
* maximum force: 6.88 eV/A
* relative energy (zero: lowest compared OMol25 entry of this formula, charge and spin): 61.7 kcal per mole
* total charge: +1
* Kohn-Sham gap (spin up / spin down): 7.86 / 7.86 eV



3.
Entry from the OMol25 dataset: 2 unconnected molecules or ions with the total composition CH3Cl2OPS (the ωB97M-V functional and the def2-TZVPD basis).

XYZ file:
```
9
Properties=species:S:1:pos:R:3:forces:R:3
C -1.092 1.494 0.772 1.83 1.43 -1.48
O 0.404 -2.078 -0.569 -0.38 -0.31 0.04
P 0.800 1.571 0.952 -0.80 -0.85 -0.58
S 0.884 -3.145 -1.450 0.60 0.68 0.06
Cl -1.804 1.525 -0.890 0.44 -0.47 0.31
Cl 2.756 -2.498 -2.045 -0.24 -0.37 -0.09
H -1.527 2.347 1.199 -0.44 1.09 0.87
H -1.315 0.650 1.315 -1.19 -2.05 0.79
H 0.894 0.133 0.716 0.18 0.86 0.08
```
Positions in Å, forces in eV/Å.

Output
* calculated total energy: -1774.9647 Eh
* lowest unoccupied orbital energy (spin up / spin down): -1.75 / -1.30 eV
* E_HOMO (spin up / spin down): -8.780 / -9.579 eV
* maximum force: 2.75 eV/A
* relative energy (zero: lowest compared OMol25 entry of this formula, charge and spin): 124.6 kcal per mole
* total charge: 0
* Kohn-Sham gap (spin up / spin down): 7.04 / 8.28 eV



4.
Entry from the OMol25 dataset: a molecular structure, CH3Cl2OPS (the ωB97M-V functional and the def2-TZVPD basis).

XYZ file:
```
9
Properties=species:S:1:pos:R:3:forces:R:3
C -0.412 0.339 1.051 1.02 -1.64 -1.04
O -1.432 -2.057 -0.096 -0.22 -1.51 0.95
P -0.233 -1.212 -0.086 -3.05 4.40 -2.00
S 1.617 -1.513 -0.568 2.98 -1.01 0.19
Cl -0.448 -0.544 2.540 -0.82 -0.25 2.19
Cl 0.832 2.143 -2.716 0.21 -1.43 0.96
H -1.325 0.810 0.680 -0.03 -0.16 0.52
H 0.415 1.019 1.195 0.16 0.23 -0.83
H 0.984 1.012 -2.001 -0.26 1.36 -0.96
```
Positions in Å, forces in eV/Å.

Output
* calculated total energy: -1774.9544 Eh
* lowest unoccupied orbital energy (spin up / spin down): 0.02 / -4.31 eV
* multiplicity: 3
* E_HOMO (spin up / spin down): -6.996 / -10.821 eV
* maximum force: 5.71 eV/A
* ⟨S²⟩: 2.01
* relative energy (zero: lowest compared OMol25 entry of this formula, charge and spin): 40.8 kcal per mole
* total charge: 0
* Kohn-Sham gap (spin up / spin down): 7.02 / 6.51 eV